The following is a quantum chemistry calculation of a cluster of 2 separate species, C5H16N3 in total, from OMol25.

Geometry as XYZ:
```
24
Properties=species:S:1:pos:R:3:forces:R:3:nbo_charge:R:1
C -0.2286 2.2544 -1.2134 -2.8985 -1.8633 -4.7246 -0.46
C -1.8970 0.8950 0.0605 -3.8246 -6.2241 -0.7251 0.71
N -0.9911 1.8091 -0.0480 1.0985 0.1168 -0.7999 -0.52
N -2.5508 0.4988 1.2628 3.2175 1.8284 -3.8369 -0.77
N -2.2908 -0.0282 -0.9708 5.0085 3.5141 -1.3635 -0.78
H -0.6093 2.1730 0.7827 0.2194 0.3348 1.4085 0.43
H -2.6778 1.2637 1.8071 -0.6666 2.2453 2.6821 0.39
H -3.0667 -0.3177 1.4564 -0.4106 -0.9844 -0.5523 0.44
H -1.9555 0.0990 -1.9896 -0.0993 0.0073 2.5205 0.42
H -3.2070 -0.2757 -1.0486 -3.1458 -0.7330 0.6626 0.41
H -0.9512 2.4000 -2.1416 0.7461 -0.7138 1.8467 0.23
H 0.5741 1.6907 -1.7483 -0.3887 -0.3008 1.6787 0.26
H 0.0107 3.2414 -1.1774 1.1758 2.7318 1.2085 0.24
C 1.4789 -1.0268 -0.0589 0.2307 0.1140 0.4597 -0.40
C 0.9634 -1.3578 1.3370 0.3507 0.1727 2.2851 -0.62
C 2.7899 -1.8121 -0.2003 1.0708 2.5277 0.8816 -0.61
H 1.6096 0.0635 -0.1049 0.7413 -0.1618 -0.0468 0.18
H 0.8286 -1.1985 -0.8862 -1.1069 -0.6564 -0.3418 0.19
H 0.6881 -2.3925 1.3857 -0.4963 -0.6660 -0.0863 0.22
H 1.8118 -1.3413 2.1386 -1.1747 0.3655 -1.5792 0.22
H 3.3768 -1.7255 -1.1049 -0.1496 0.6784 -0.3998 0.22
H 0.1335 -0.7747 1.8382 0.6971 -0.3176 -1.0529 0.19
H 2.8492 -2.8498 -0.0091 -0.9418 -1.1731 0.5825 0.22
H 3.3110 -1.2880 0.6330 0.7471 -0.8424 -0.7075 0.21
```
Positions in Å, forces in eV/Å.

* relative energy (zero: lowest compared OMol25 entry of this formula, charge and spin): 60.9 kcal/mol
* total energy: -9907.07617 eV
* net charge: +1
* frontier orbital gap: 10.653 eV
* LUMO energy: -3.3 eV
* F_max: 7.34 eV/Å
* spin multiplicity: 1